(1)
Computed, not measured: 2 unconnected molecules or ions with the total composition C2H4BrN3, with ωB97M-V/def2-TZVPD.

Last column: natural (NBO) charge in e.
CARTESIAN COORDINATES (ANGSTROEM)
C  1.042  -1.682  -1.419  -0.46
C  -0.882  1.708  1.428  -0.06
N  1.311  -1.106  -0.339  0.05
N  1.537  -0.596  0.662  -0.05
N  -0.804  1.360  0.236  -0.47
Br  -2.246  0.583  -0.692  0.16
H  0.960  -1.188  -2.384  0.23
H  0.906  -2.798  -1.485  0.23
H  0.053  1.832  2.105  0.21
H  -1.877  1.887  1.888  0.16

Computed properties:
net charge: 0
HOMO-LUMO gap: 8.670 eV
LUMO energy: 0.008 hartree

***

(2)
Computed, not measured: 2 unconnected molecules or ions with the total composition C2H5PS, with ωB97M-V/def2-TZVPD.

Last column: natural (NBO) charge in e.
CARTESIAN COORDINATES (ANGSTROEM)
C  1.170  -0.676  -0.063  -0.41
C  0.954  0.418  -0.946  -0.42
P  -2.209  0.480  0.066  0.07
S  1.716  1.126  0.371  0.19
H  0.602  -1.010  0.747  0.21
H  2.081  -1.327  -0.254  0.20
H  0.684  0.516  -1.978  0.24
H  -2.614  1.267  1.288  -0.04
H  -2.385  -0.795  0.770  -0.05

Computed properties:
net charge: 0
HOMO-LUMO gap (alpha / beta): 6.049 / 8.948 eV
LUMO energy (alpha / beta): -0.043 / 0.008 hartree

***

(3)
Computed, not measured: C20H27N5O4 in the gas phase, with ωB97M-V/def2-TZVPD.

Last column: natural (NBO) charge in e.
CARTESIAN COORDINATES (ANGSTROEM)
C  -5.654  -2.824  -0.544  -0.64
C  -5.271  -2.389  0.868  -0.06
O  -4.138  -1.544  0.891  -0.51
C  -4.247  -0.242  0.490  0.29
C  -5.444  0.405  0.204  -0.29
C  -5.449  1.738  -0.171  -0.19
C  -4.265  2.444  -0.265  -0.24
C  -3.072  1.805  0.022  -0.20
C  -3.044  0.472  0.395  -0.02
C  -1.728  -0.194  0.703  -0.25
N  -0.707  0.211  -0.248  -0.45
C  -0.956  -0.286  -1.581  -0.23
C  0.060  0.358  -2.517  -0.22
N  1.371  -0.079  -2.107  -0.60
C  1.675  -0.379  -0.838  0.68
O  2.739  -0.885  -0.527  -0.65
C  0.645  -0.026  0.234  -0.13
C  1.133  1.270  0.935  -0.49
C  2.639  1.459  0.873  0.71
O  3.116  2.256  0.081  -0.66
N  3.411  0.772  1.745  -0.42
C  2.957  -0.326  2.562  -0.42
C  4.853  0.839  1.555  -0.26
C  5.311  -0.251  0.647  0.10
N  5.511  -1.479  1.037  -0.10
O  5.854  -2.181  -0.048  -0.13
N  5.876  -1.405  -1.143  -0.10
C  5.544  -0.203  -0.768  0.14
C  5.465  0.968  -1.666  -0.67
H  -4.812  -3.325  -1.016  0.21
H  -6.494  -3.511  -0.500  0.22
H  -5.928  -1.967  -1.154  0.21
H  -4.965  -3.260  1.454  0.19
H  -6.120  -1.916  1.376  0.17
H  -6.386  -0.117  0.273  0.21
H  -6.390  2.220  -0.388  0.21
H  -4.271  3.483  -0.557  0.21
H  -2.134  2.335  -0.049  0.22
H  -1.866  -1.287  0.720  0.20
H  -1.405  0.121  1.699  0.21
H  -0.867  -1.387  -1.646  0.17
H  -1.970  -0.001  -1.866  0.22
H  -0.023  1.448  -2.448  0.20
H  -0.114  0.053  -3.551  0.21
H  2.085  -0.258  -2.798  0.41
H  0.673  -0.864  0.948  0.21
H  0.769  1.309  1.962  0.22
H  0.702  2.109  0.386  0.25
H  3.627  -0.423  3.416  0.21
H  1.950  -0.146  2.929  0.20
H  2.980  -1.262  1.997  0.23
H  5.084  1.810  1.112  0.25
H  5.338  0.741  2.529  0.22
H  5.434  0.639  -2.700  0.23
H  6.341  1.601  -1.523  0.23
H  4.579  1.552  -1.424  0.27

Computed properties:
net charge: 0
HOMO-LUMO gap: 9.343 eV
LUMO energy: 0.024 hartree
SMILES: CCOc1ccccc1CN1CCNC(=O)[C@H]1CC(=O)N(C)Cc1nonc1C

***

(4)
Computed, not measured: a molecular structure, C6H8N, with ωB97M-V/def2-TZVPD.

Last column: natural (NBO) charge in e.
CARTESIAN COORDINATES (ANGSTROEM)
C  1.688  -1.426  0.022  -0.35
C  0.432  -1.147  0.346  0.44
C  0.618  1.207  0.390  -0.10
C  2.355  -0.161  -0.309  0.14
C  -0.527  -0.296  0.654  -0.34
C  -1.543  -0.242  -0.433  -0.62
N  1.876  0.972  -0.068  -0.30
H  2.208  -2.305  0.063  0.30
H  0.126  1.733  -0.534  0.28
H  0.567  1.790  1.350  0.27
H  3.323  -0.203  -0.702  0.24
H  -0.783  -0.251  1.684  0.30
H  -0.949  -0.203  -1.317  0.22
H  -2.430  0.527  -0.301  0.26
H  -2.096  -1.109  -0.446  0.25

Computed properties:
net charge: +1
HOMO-LUMO gap: 9.126 eV
LUMO energy: -0.218 hartree

***

(5)
Computed, not measured: a molecular structure, C32H42N5O7SSbTa, with ωB97M-V/def2-TZVPD.

Last column: Löwdin charge in e.
CARTESIAN COORDINATES (ANGSTROEM)
Ta  -0.086  0.044  0.028  1.73
C  3.985  1.228  1.277  -0.03
O  3.583  1.059  2.647  -0.10
C  2.444  1.688  3.044  -0.24
C  2.447  2.359  4.254  0.02
C  1.303  2.981  4.753  -0.06
C  0.135  2.952  4.024  -0.03
C  0.094  2.261  2.803  -0.13
C  -1.118  2.266  2.036  -0.03
N  -1.334  1.576  0.967  -0.11
N  -2.545  1.854  0.335  0.11
C  -2.557  1.288  -0.825  -0.41
O  -1.515  0.620  -1.288  -0.27
C  -3.758  1.348  -1.677  -0.14
C  -4.970  1.788  -1.149  -0.02
C  -6.094  1.836  -1.954  -0.07
C  -6.015  1.453  -3.287  -0.07
C  -4.807  1.022  -3.817  -0.06
C  -3.679  0.968  -3.014  -0.02
C  1.242  1.616  2.315  -0.24
O  1.209  0.934  1.182  -0.27
H  5.061  1.073  1.262  0.10
H  3.763  2.243  0.942  0.11
H  3.490  0.503  0.632  0.06
H  3.379  2.392  4.804  0.13
H  1.344  3.502  5.699  0.11
H  -0.755  3.451  4.384  0.12
H  -1.924  2.927  2.347  0.15
H  -5.023  2.080  -0.109  0.11
H  -7.037  2.171  -1.542  0.11
H  -6.897  1.493  -3.912  0.11
H  -4.744  0.731  -4.857  0.11
H  -2.733  0.647  -3.420  0.09
O  3.061  0.966  -2.453  0.14
C  1.973  1.154  -1.987  -0.52
O  1.259  0.199  -1.389  -0.34
C  1.258  2.472  -2.011  -0.19
C  1.554  3.421  -2.974  0.03
C  0.823  4.598  -2.965  -0.03
C  -0.142  4.777  -1.987  -0.03
C  -0.342  3.773  -1.050  -0.10
N  0.345  2.635  -1.062  0.10
H  2.329  3.222  -3.700  0.13
H  1.001  5.363  -3.709  0.12
H  -0.737  5.678  -1.942  0.11
H  -1.082  3.889  -0.267  0.10
C  2.151  -3.073  -3.005  -0.18
C  0.963  -3.679  -2.264  -0.43
Sb  -0.535  -2.253  -1.761  1.48
C  -2.101  -3.567  -1.181  -0.40
C  -1.700  -4.435  0.007  -0.18
C  -1.103  -1.666  -3.730  -0.39
C  -0.359  -0.446  -4.267  -0.18
H  2.933  -3.817  -3.161  0.07
H  2.592  -2.238  -2.457  0.05
H  1.859  -2.705  -3.989  0.06
H  1.275  -4.169  -1.342  0.03
H  0.449  -4.421  -2.881  0.06
H  -2.350  -4.180  -2.049  0.06
H  -2.971  -2.954  -0.948  0.05
H  -0.890  -5.120  -0.247  0.07
H  -2.539  -5.040  0.354  0.08
H  -1.352  -3.834  0.852  0.05
H  -2.181  -1.503  -3.717  0.04
H  -0.918  -2.541  -4.357  0.06
H  -0.528  0.432  -3.640  0.04
H  -0.689  -0.204  -5.279  0.08
H  0.719  -0.613  -4.307  0.06
C  2.485  -1.117  4.517  -0.04
N  1.995  -1.360  3.166  0.01
C  2.578  -1.907  2.120  -0.71
S  1.852  -1.931  0.542  0.71
N  3.792  -2.473  2.148  -0.03
C  4.755  -2.611  3.234  -0.05
H  1.665  -0.657  5.063  0.10
H  3.319  -0.417  4.515  0.08
H  2.759  -2.032  5.035  0.09
H  1.046  -1.049  2.982  0.07
H  4.094  -2.791  1.242  0.11
H  4.384  -3.252  4.031  0.09
H  5.052  -1.644  3.634  0.08
H  5.638  -3.085  2.813  0.09
C  -2.628  -1.712  2.862  0.05
C  -1.651  -1.164  1.882  -0.64
O  -0.489  -0.790  2.201  -0.13
O  -1.951  -1.004  0.662  -0.16
H  -3.069  -0.875  3.407  0.10
H  -2.121  -2.352  3.582  0.10
H  -3.418  -2.253  2.350  0.10

Computed properties:
net charge: +1
HOMO-LUMO gap: 7.698 eV
LUMO energy: -0.115 hartree

***

(6)
Computed, not measured: C3H2O2S2 in the gas phase, with ωB97M-V/def2-TZVPD.

Last column: natural (NBO) charge in e.
CARTESIAN COORDINATES (ANGSTROEM)
O  -0.228  1.789  -0.549  -0.44
C  0.033  0.557  -0.550  0.39
C  1.348  -0.051  -0.709  -0.40
S  2.091  -1.045  0.276  0.21
C  -0.877  -0.308  0.206  0.07
O  -0.960  0.346  1.475  -0.64
S  -1.671  -1.431  -0.533  0.09
H  2.001  0.371  -1.497  0.22
H  -1.737  -0.229  1.880  0.49

Computed properties:
net charge: 0
HOMO-LUMO gap: 7.719 eV
LUMO energy: -0.064 hartree
SMILES: O=C(C=S)C(O)=S

***

Sequential calculated total energy output: -2816.7462 -818.5595 -1353.0082 -287.7560 -2740.5163 -1062.2773 hartree
Sequential F_max output: 3.90 3.62 1.03 5.18 0.76 5.57 eV Å⁻¹
Sequential energy relative to the best compared isomer or geometry (same formula, charge and spin) output: 1.276 3.765 2.070 5.449 0.252 2.544 eV